2 unconnected molecules or ions with the total composition C8H21NP at a distorted geometry, computed with wB97M-V/def2-TZVPD.

## Properties
LUMO level (alpha / beta) (eV): -4.2 / -3.2
Total charge: +1
HOMO-LUMO gap (alpha / beta) (eV): 7.198 / 8.376

Element x y z (Å)
1 C -0.087 0.393 2.572
2 C -2.423 1.507 2.483
3 C -0.297 -1.687 -1.664
4 C 1.116 1.002 -3.059
5 C 2.625 -2.119 0.117
6 C -1.687 0.160 0.599
7 C -1.149 1.101 1.658
8 C 0.413 -0.469 -1.115
9 N 0.140 0.822 -1.900
10 P 2.098 -0.491 -0.566
11 H 0.852 0.825 2.269
12 H -0.112 -0.664 2.289
13 H -0.239 0.453 3.717
14 H -2.215 2.441 3.150
15 H -2.721 0.734 3.250
16 H -3.369 1.933 1.978
17 H -0.105 -1.976 -2.784
18 H -1.330 -1.632 -1.476
19 H 0.185 -2.568 -1.137
20 H 0.907 1.913 -3.762
21 H 2.091 0.810 -2.682
22 H 0.943 0.225 -3.949
23 H 3.008 -2.793 -0.654
24 H 1.634 -2.364 0.575
25 H 3.383 -1.967 0.784
26 H -2.333 0.443 -0.317
27 H -1.902 -0.748 1.048
28 H -0.695 1.982 1.387
29 H -0.783 0.813 -2.286
30 H 0.141 1.622 -1.177
31 H 1.909 0.299 0.650

C22H34N4O6S in the gas phase, computed with wB97M-V/def2-TZVPD.

## Properties
LUMO level (eV): 0.5
HOMO-LUMO gap (eV): 9.111
SMILES: CCCN(CCC)CCNC(=O)CN1C(=O)COc2ccc(S(=O)(=O)N3CCOCC3)cc21

Element x y z (Å)
1 C -5.810 -1.024 -1.097
2 C -4.417 -0.789 -0.525
3 C -3.962 -1.954 0.361
4 N -2.621 -1.707 0.865
5 C -1.565 -2.267 0.036
6 C -1.393 -3.792 0.063
7 C -0.380 -4.227 -0.988
8 C -2.431 -1.873 2.296
9 C -1.319 -0.941 2.786
10 N -1.545 0.363 2.195
11 C -0.710 1.392 2.391
12 O 0.153 1.419 3.245
13 C -0.921 2.598 1.463
14 N -1.383 2.288 0.122
15 C -2.519 2.893 -0.326
16 O -3.183 3.637 0.361
17 C -2.954 2.535 -1.739
18 O -1.936 2.112 -2.622
19 C -0.943 1.365 -2.076
20 C -0.204 0.544 -2.920
21 C 0.815 -0.246 -2.414
22 C 1.096 -0.181 -1.065
23 S 2.297 -1.269 -0.298
24 O 2.657 -2.288 -1.237
25 O 1.762 -1.659 0.974
26 N 3.655 -0.364 -0.009
27 C 4.390 0.063 -1.177
28 C 5.789 0.491 -0.726
29 O 5.718 1.500 0.253
30 C 5.000 1.064 1.386
31 C 3.573 0.664 1.004
32 C 0.406 0.665 -0.221
33 C -0.637 1.440 -0.707
34 H -5.825 -1.927 -1.704
35 H -6.535 -1.139 -0.295
36 H -6.117 -0.187 -1.719
37 H -4.414 0.126 0.072
38 H -3.700 -0.668 -1.341
39 H -4.661 -2.052 1.196
40 H -4.016 -2.884 -0.218
41 H -0.617 -1.819 0.338
42 H -1.763 -1.950 -0.993
43 H -2.351 -4.286 -0.124
44 H -1.040 -4.100 1.047
45 H -0.230 -5.303 -0.950
46 H 0.577 -3.738 -0.820
47 H -0.727 -3.965 -1.986
48 H -2.194 -2.905 2.590
49 H -3.363 -1.585 2.789
50 H -0.331 -1.316 2.494
51 H -1.339 -0.857 3.875
52 H -2.157 0.323 1.389
53 H -1.677 3.254 1.907
54 H 0.026 3.144 1.420
55 H -3.725 1.753 -1.658
56 H -3.414 3.417 -2.191
57 H -0.459 0.529 -3.967
58 H 1.370 -0.925 -3.039
59 H 4.437 -0.783 -1.862
60 H 3.887 0.911 -1.670
61 H 6.353 0.913 -1.560
62 H 6.319 -0.385 -0.325
63 H 4.992 1.900 2.085
64 H 5.507 0.202 1.842
65 H 3.038 0.252 1.860
66 H 3.043 1.550 0.623
67 H 0.684 0.673 0.818

C4H5IN2S in the gas phase at a distorted geometry, computed with wB97M-V/def2-TZVPD.

## Properties
LUMO level (alpha / beta) (eV): -1.4 / -0.8
HOMO-LUMO gap (alpha / beta) (eV): 5.355 / 7.567

Element x y z (Å)
1 C 0.511 0.479 -0.098
2 C -2.852 -0.809 -0.078
3 C -0.645 -1.458 0.081
4 C 1.666 1.367 -0.030
5 N 0.560 -0.820 -0.029
6 N -1.625 -0.595 -0.028
7 S -0.643 -3.091 0.287
8 I -4.305 0.610 0.119
9 H 2.394 0.658 -0.432
10 H 2.185 1.632 0.831
11 H 1.661 2.130 -0.787
12 H 1.416 -1.273 -0.023
13 H -0.325 1.171 0.187

6 unconnected molecules or ions with the total composition C10H22Br8N2O4 at a distorted geometry, computed with wB97M-V/def2-TZVPD.

## Properties
LUMO level (eV): -0.4
HOMO-LUMO gap (eV): 9.745
SMILES: C[N+](=O)[O-].C[N+](=O)[O-].BrCCBr.BrCCBr.BrCCBr.BrCCBr

Element x y z (Å)
1 C 3.448 1.447 -3.781
2 N 2.252 0.989 -3.023
3 O 1.899 -0.151 -3.301
4 O 1.683 1.712 -2.222
5 H 3.221 1.368 -4.889
6 H 4.215 0.728 -3.565
7 H 3.611 2.479 -3.460
8 C -4.524 0.436 2.228
9 N -5.392 1.405 2.936
10 O -6.558 0.984 3.105
11 O -4.909 2.482 3.273
12 H -4.451 0.698 1.185
13 H -5.016 -0.512 2.283
14 H -3.543 0.501 2.618
15 Br 4.268 4.963 -1.970
16 C 2.509 4.733 -1.252
17 C 2.352 3.734 -0.073
18 Br 0.569 4.052 0.775
19 H 1.872 4.468 -2.092
20 H 2.315 5.726 -0.886
21 H 3.159 3.839 0.634
22 H 2.346 2.690 -0.429
23 Br 0.676 -4.348 1.431
24 C 1.899 -3.429 2.613
25 C 1.158 -3.340 3.948
26 Br 2.236 -2.325 5.183
27 H 1.944 -2.429 2.212
28 H 2.912 -3.869 2.614
29 H 0.934 -4.328 4.349
30 H 0.223 -2.790 3.867
31 Br -1.228 -2.603 -4.104
32 C -1.641 -2.467 -2.238
33 C -3.150 -2.263 -2.080
34 Br -3.665 -1.858 -0.260
35 H -1.154 -1.572 -1.981
36 H -1.314 -3.416 -1.863
37 H -3.622 -3.191 -2.396
38 H -3.577 -1.410 -2.651
39 Br 2.414 -0.363 0.505
40 C 0.639 -0.807 -0.109
41 C -0.372 0.037 0.611
42 Br -0.526 -0.205 2.562
43 H 0.568 -1.847 0.129
44 H 0.760 -0.693 -1.181
45 H -1.360 -0.303 0.274
46 H -0.080 1.048 0.469

2 unconnected molecules or ions with the total composition C12H17N at a distorted geometry, computed with wB97M-V/def2-TZVPD.

## Properties
LUMO level (eV): 1.0
HOMO-LUMO gap (eV): 8.828
SMILES: Cc1c[nH]c2ccccc12.CCC

Element x y z (Å)
1 C -1.511 0.705 -3.171
2 C -1.434 -0.577 -2.396
3 C -1.917 -1.795 -2.745
4 N -1.751 -2.695 -1.700
5 C -1.194 -2.027 -0.634
6 C -0.771 -2.461 0.624
7 C -0.042 -1.561 1.375
8 C 0.199 -0.241 0.975
9 C -0.319 0.234 -0.222
10 C -0.976 -0.692 -1.031
11 H -0.501 1.111 -3.249
12 H -2.221 1.411 -2.742
13 H -1.851 0.537 -4.192
14 H -2.294 -2.128 -3.696
15 H -2.303 -3.525 -1.572
16 H -0.895 -3.469 0.994
17 H 0.424 -1.878 2.298
18 H 0.853 0.349 1.593
19 H -0.366 1.282 -0.479
20 C 1.728 3.078 3.397
21 C 2.369 2.626 2.089
22 C 3.883 2.872 2.044
23 H 1.467 4.136 3.418
24 H 0.812 2.526 3.590
25 H 2.387 2.864 4.233
26 H 2.259 1.547 2.029
27 H 1.931 3.045 1.192
28 H 4.412 2.455 2.896
29 H 4.314 2.278 1.228
30 H 4.138 3.896 1.806

C3H7NO in the gas phase at a distorted geometry, computed with wB97M-V/def2-TZVPD.

## Properties
LUMO level (eV): 1.2
HOMO-LUMO gap (eV): 10.928
SMILES: C=NOCC

Element x y z (Å)
1 C 0.361 -2.410 0.695
2 N 0.816 -1.217 0.612
3 O -0.289 -0.291 0.572
4 C -0.123 1.049 0.325
5 C -0.297 1.390 -1.172
6 H 0.996 -3.270 0.966
7 H -0.705 -2.674 0.792
8 H -0.676 1.685 1.028
9 H 0.963 1.395 0.688
10 H 0.564 0.936 -1.668
11 H -1.216 0.938 -1.522
12 H -0.394 2.468 -1.316

A gas-phase ion, C4H7N2S (charge +1) at a distorted geometry, computed with wB97M-V/def2-TZVPD.

## Properties
LUMO level (alpha / beta) (eV): -4.5 / -8.8
Total charge: +1
Expectation value of S²: 2.035
HOMO-LUMO gap (alpha / beta) (eV): 7.111 / 6.195
2S+1: 3

Element x y z (Å)
1 C 0.379 0.005 -0.145
2 C -1.814 -0.279 0.767
3 C 2.363 -0.236 1.119
4 C -1.648 0.320 -1.472
5 N 0.941 -0.124 0.960
6 N -1.062 -0.077 -0.234
7 S -2.576 -0.525 2.045
8 H 0.759 0.355 -1.155
9 H 2.524 -0.756 2.027
10 H 2.795 -0.687 0.231
11 H 2.757 0.791 1.218
12 H -2.709 -0.028 -1.455
13 H -1.103 -0.117 -2.380
14 H -1.607 1.360 -1.526

2 unconnected molecules or ions with the total composition C6H13NO2 at a distorted geometry, computed with wB97M-V/def2-TZVPD.

## Properties
LUMO level (alpha / beta) (eV): 0.5 / 0.3
HOMO-LUMO gap (alpha / beta) (eV): 8.784 / 7.032

Element x y z (Å)
1 C 0.907 -0.732 0.427
2 C 1.881 -1.592 -0.312
3 C 1.479 0.060 1.559
4 C -2.749 0.212 0.003
5 C -0.456 -0.843 0.175
6 N 0.669 2.346 -1.424
7 C -1.345 0.163 0.509
8 O 0.238 1.250 -0.767
9 O -0.835 -1.845 -0.703
10 H -1.600 -1.556 -1.212
11 H 0.635 3.194 -0.863
12 H 0.228 2.471 -2.333
13 H -1.054 0.882 1.254
14 H 1.492 -1.907 -1.277
15 H 2.112 -2.496 0.267
16 H 2.820 -1.053 -0.455
17 H 0.738 0.623 2.120
18 H 1.989 -0.615 2.258
19 H 2.227 0.761 1.181
20 H -3.355 -0.609 0.406
21 H -3.233 1.149 0.276
22 H -2.791 0.138 -1.090